This record from the OMol25 dataset describes a molecular structure, C13H14IIrN2O2. The level of theory is wB97M-V/def2-TZVPD.

Structure (ORCA input):
```
! wB97M-V def2-TZVPD RIJCOSX def2/J DEFGRID3
* xyz 0 5
Ir -0.017 1.888 0.469
C -1.170 2.453 4.568
C -0.844 1.733 3.288
O -0.502 2.510 2.277
C -0.922 0.329 3.249
C -0.676 -0.543 2.212
C -0.816 -2.027 2.373
N -0.278 -0.072 0.943
N -0.064 -0.939 0.015
C 0.308 -0.370 -1.144
O 0.407 0.938 -1.200
C 0.593 -1.170 -2.299
C 0.495 -2.570 -2.265
C 0.776 -3.311 -3.395
C 1.158 -2.683 -4.576
C 1.258 -1.297 -4.618
C 0.980 -0.544 -3.496
H -1.059 3.525 4.419
H -0.503 2.139 5.374
H -2.195 2.245 4.883
H -1.221 -0.131 4.181
H -1.126 -2.273 3.386
H 0.130 -2.528 2.154
H -1.551 -2.422 1.666
H 0.197 -3.052 -1.344
H 0.698 -4.390 -3.362
H 1.376 -3.274 -5.456
H 1.555 -0.804 -5.535
H 1.055 0.535 -3.520
I 0.962 3.791 -2.492
C 0.363 3.730 -0.441
H -0.535 4.346 -0.403
H 1.167 4.238 0.091
*
```

## Properties
- Lowest unoccupied orbital energy (spin up / spin down): 0.3 / -2.2 eV
- M: 549.39 g mol⁻¹
- Calculated total energy: -1165.63071 a.u.
- E_HOMO (spin up / spin down): -5.643 / -8.767 eV

Here are the natural (NBO) charges for atoms 1 to 4, given in e: Ir 1.241; C -0.673; C 0.347; O -0.663

=====

This record from the OMol25 dataset describes a molecular structure, C25H32N4O4Pt. The level of theory is wB97M-V/def2-TZVPD.

Structure (ORCA input):
```
! wB97M-V def2-TZVPD RIJCOSX def2/J DEFGRID3
* xyz 0 1
Pt -2.222 -1.673 -1.037
O 4.456 -2.341 0.781
C 4.077 -2.021 -0.535
C 2.584 -1.877 -0.632
C 1.975 -1.791 -1.906
C 0.608 -1.661 -1.962
N -0.177 -1.589 -0.891
C 0.389 -1.674 0.363
C 1.791 -1.828 0.480
C -0.496 -1.611 1.470
C -0.082 -1.558 2.822
C -0.997 -1.469 3.834
C -0.556 -1.443 5.273
O 0.506 -2.328 5.548
C -2.371 -1.423 3.502
C -2.722 -1.499 2.175
N -1.845 -1.603 1.189
H 5.403 -2.499 0.806
H 4.405 -2.797 -1.243
H 4.544 -1.070 -0.848
H 2.569 -1.834 -2.806
H 0.098 -1.610 -2.921
H 2.248 -1.938 1.450
H 0.968 -1.605 3.065
H -1.412 -1.655 5.932
H -0.170 -0.450 5.526
H 0.248 -3.209 5.258
H -3.117 -1.363 4.278
H -3.765 -1.497 1.878
C 2.237 1.747 0.574
C 2.268 1.596 -0.945
N 2.021 2.818 -1.685
C 3.154 3.515 -2.267
C 3.920 4.344 -1.239
C 0.789 3.348 -1.856
O 0.584 4.367 -2.492
C -0.344 2.611 -1.204
C -0.898 3.100 -0.025
C -1.977 2.428 0.529
C -2.479 1.323 -0.132
N -1.983 0.874 -1.283
C -0.934 1.501 -1.800
H 2.461 0.782 1.019
H 1.253 2.055 0.917
H 2.967 2.473 0.917
H 1.533 0.842 -1.235
H 3.254 1.230 -1.245
H 2.761 4.177 -3.042
H 3.819 2.779 -2.733
H 3.256 5.075 -0.783
H 4.734 4.874 -1.727
H 4.336 3.712 -0.459
H -0.491 3.988 0.435
H -2.424 2.760 1.453
H -3.327 0.778 0.258
H -0.561 1.120 -2.741
C -4.856 -0.273 -2.548
O -5.071 -1.575 -2.043
C -4.071 -2.201 -1.434
C -4.532 -3.587 -1.058
H -5.276 0.457 -1.855
H -5.376 -0.208 -3.504
H -3.783 -0.085 -2.671
H -5.621 -3.658 -1.041
H -4.118 -3.878 -0.095
H -4.164 -4.289 -1.808
*
```

## Properties
- Lowest unoccupied orbital energy (spin up / spin down): -0.6 / -0.6 eV
- M: 647.63 g mol⁻¹
- Calculated total energy: -1611.04590 a.u.
- E_HOMO (spin up / spin down): -5.254 / -5.252 eV

Here are the natural (NBO) charges for atoms 1 to 4, given in e: Pt 0.125; O -0.717; C -0.082; C -0.002

=====

This record from the OMol25 dataset describes 3 unconnected molecules or ions with the total composition C5H17NO2. The level of theory is wB97M-V/def2-TZVPD.

Structure (ORCA input):
```
! wB97M-V def2-TZVPD RIJCOSX def2/J DEFGRID3
* xyz 1 2
C -0.473 0.201 -0.673
C 0.287 -0.890 0.067
C 0.542 -1.988 -1.048
C -0.600 -1.507 1.208
C -1.263 -0.520 2.168
N 0.452 1.138 -1.334
H -1.076 -0.100 -1.523
H -1.102 0.740 0.040
H 1.332 -0.705 0.318
H 1.438 -2.586 -0.861
H -0.283 -2.641 -1.290
H 0.779 -1.429 -1.948
H 0.091 -2.161 1.736
H -1.396 -2.060 0.735
H -0.596 0.191 2.667
H -1.816 0.241 1.618
H -1.999 -1.085 2.737
H 1.047 1.683 -0.704
H -0.058 1.770 -1.966
H 3.630 0.678 0.447
H 3.360 0.475 1.893
O 3.712 1.138 1.305
H -3.038 2.643 -1.297
H -3.160 1.051 -1.234
O -2.636 1.800 -1.569
*
```

## Properties
- Lowest unoccupied orbital energy (spin up / spin down): -3.1 / -8.5 eV
- M: 123.20 g mol⁻¹
- Relative energy (zero: lowest compared OMol25 entry of this formula, charge and spin): 30.6 kcal per mole
- Calculated total energy: -405.57611 a.u.
- E_HOMO (spin up / spin down): -14.835 / -14.835 eV

Here are the natural (NBO) charges for atoms 1 to 4, given in e: C -0.285; C -0.239; C -0.590; C -0.398